{
  "formula": "C40H57BrMnN3O4",
  "method": "the ωB97M-V functional and the def2-TZVPD basis",
  "symbols": ["Mn", "C", "N", "C", "C", "C", "N", "C", "C", "C", "C", "C", "C", "C", "O", "C", "C", "C", "C", "C", "C", "C", "C", "C", "C", "C", "C", "C", "C", "C", "O", "C", "C", "C", "C", "C", "C", "C", "C", "H", "H", "H", "H", "H", "H", "H", "H", "H", "H", "H", "H", "H", "H", "H", "H", "H", "H", "H", "H", "H", "H", "H", "H", "H", "H", "H", "H", "H", "H", "H", "H", "H", "H", "H", "H", "H", "H", "H", "H", "H", "H", "H", "H", "H", "H", "H", "H", "H", "H", "H", "H", "H", "H", "Br", "C", "C", "N", "C", "C", "C", "C", "O", "O", "H", "H", "H"],
  "xyz": [[-0.1398, -0.4177, 0.8865], [-0.3032, -3.0030, 2.6239], [0.6722, -2.2712, 1.7970], [1.8732, -2.0047, 2.6007], [1.0084, -3.1281, 0.6394], [1.9493, -2.4344, -0.3396], [1.4946, -1.0622, -0.6248], [2.5846, -0.0752, -0.5554], [2.2349, 1.3334, -0.1040], [3.3321, 2.1308, 0.1977], [3.2032, 3.4557, 0.5756], [1.9154, 3.9842, 0.6060], [0.7782, 3.2374, 0.3317], [0.9420, 1.8712, 0.0111], [-0.1507, 1.1018, -0.1732], [-0.6080, 3.8892, 0.3319], [-0.5242, 5.4001, 0.5741], [-1.4975, 3.3037, 1.4361], [-1.2734, 3.6802, -1.0357], [4.4437, 4.2714, 0.9303], [5.3930, 4.3145, -0.2744], [4.1012, 5.7093, 1.3211], [5.1592, 3.6113, 2.1168], [0.8461, -0.9759, -1.9513], [-0.3338, -1.8843, -2.1818], [-0.3734, -2.5906, -3.3746], [-1.4844, -3.3321, -3.7579], [-2.5838, -3.3037, -2.9089], [-2.6048, -2.6239, -1.6947], [-1.4313, -1.9463, -1.2978], [-1.3744, -1.3871, -0.0899], [-3.8899, -2.5413, -0.8662], [-4.3237, -1.0721, -0.7500], [-5.0368, -3.3106, -1.5247], [-3.6968, -3.1254, 0.5383], [-1.4702, -4.1070, -5.0728], [-0.3259, -5.1286, -5.0508], [-2.7771, -4.8621, -5.3150], [-1.2550, -3.1332, -6.2381], [0.1267, -3.9585, 2.9500], [-1.2000, -3.1894, 2.0430], [-0.5684, -2.4129, 3.4968], [2.3696, -2.9482, 2.8591], [1.5904, -1.4832, 3.5109], [2.5705, -1.3665, 2.0573], [0.0729, -3.3844, 0.1431], [1.4732, -4.0598, 0.9962], [1.9866, -3.0283, -1.2588], [2.9632, -2.4068, 0.0621], [3.0790, -0.0134, -1.5373], [3.3399, -0.4579, 0.1375], [4.3182, 1.6839, 0.1318], [1.7934, 5.0222, 0.8638], [-0.1158, 5.6357, 1.5579], [-1.5293, 5.8199, 0.5264], [0.0806, 5.9012, -0.1825], [-1.0233, 3.4227, 2.4118], [-1.7062, 2.2498, 1.2676], [-2.4495, 3.8367, 1.4596], [-0.6696, 4.1301, -1.8255], [-2.2528, 4.1608, -1.0439], [-1.4054, 2.6248, -1.2562], [4.9060, 4.7795, -1.1321], [5.7100, 3.3152, -0.5699], [6.2867, 4.8918, -0.0319], [3.6184, 6.2449, 0.5040], [5.0171, 6.2441, 1.5735], [3.4454, 5.7444, 2.1906], [5.4665, 2.5929, 1.8817], [4.5041, 3.5720, 2.9876], [6.0520, 4.1784, 2.3842], [1.6073, -1.1957, -2.7139], [0.5347, 0.0630, -2.0757], [0.4929, -2.5382, -4.0232], [-3.4736, -3.8312, -3.2082], [-4.5052, -0.6492, -1.7394], [-3.5645, -0.4731, -0.2488], [-5.2505, -1.0045, -0.1763], [-5.2681, -2.9265, -2.5186], [-5.9322, -3.2006, -0.9112], [-4.8202, -4.3763, -1.6064], [-3.0287, -2.5022, 1.1229], [-3.2971, -4.1414, 0.4864], [-4.6581, -3.1664, 1.0529], [-0.4579, -5.8372, -4.2324], [0.6398, -4.6425, -4.9215], [-0.2972, -5.6875, -5.9876], [-2.9743, -5.5883, -4.5262], [-2.7140, -5.4045, -6.2593], [-3.6277, -4.1833, -5.3782], [-0.3124, -2.5967, -6.1413], [-2.0575, -2.3964, -6.2767], [-1.2380, -3.6739, -7.1855], [1.4597, 3.8137, 6.7567], [0.1302, 2.6460, 6.0939], [-1.0250, 2.4248, 6.8336], [-2.0001, 1.6262, 6.4237], [-1.8558, 1.0190, 5.2520], [-0.7323, 1.1757, 4.4495], [0.2920, 2.0117, 4.8772], [-0.6343, 0.4755, 3.1406], [-1.5677, -0.1874, 2.6688], [0.4709, 0.5801, 2.5042], [-1.1625, 2.9153, 7.7902], [-2.6639, 0.3778, 4.9222], [1.1687, 2.1589, 4.2611]],
  "orbital_gap_ev": [7.0, 7.9],
  "spin_multiplicity": 5,
  "lumo_ha": [-0.024, 0.005],
  "relative_energy_kcal_mol": 0.0
}